DFT (ωB97M-V/def2-TZVPD) results for a molecular structure, C25H26BrClCuN7O4.

The geometry in XYZ format:
```
65
C25H26BrClCuN7O4 (ωB97M-V/def2-TZVPD)
Cu 0.2648 -1.2423 0.2396
Cl 6.8569 -3.7459 -1.1592
C 5.3859 -2.8785 -0.8771
C 5.4185 -1.4769 -0.7869
C 4.2753 -0.7588 -0.5624
C 3.0203 -1.3977 -0.4083
O 1.9730 -0.6592 -0.1993
C 3.0006 -2.8174 -0.5158
C 1.8035 -3.5823 -0.4399
O 0.6528 -3.1599 -0.2270
C 4.1980 -3.5361 -0.7509
H 6.3658 -0.9671 -0.9017
H 4.3099 0.3203 -0.5080
H 1.9107 -4.6638 -0.5943
H 4.1611 -4.6147 -0.8327
C 2.1377 2.6949 0.4843
O 0.7943 2.2372 0.4496
C -0.1843 3.1756 0.4005
C 0.0228 4.5404 0.5096
C -1.0688 5.4033 0.4946
Br -0.7561 7.2587 0.6669
C -2.3544 4.9334 0.3595
C -2.5651 3.5604 0.2134
C -1.4892 2.6817 0.2413
O -1.6349 1.3235 0.1595
C -3.9431 3.0599 0.0744
N -4.9630 3.4715 0.7630
C -6.0474 2.7488 0.2804
C -7.3882 2.7996 0.6572
C -8.2716 1.9745 -0.0079
C -7.8425 1.1117 -1.0281
C -6.5156 1.0406 -1.4065
C -5.6326 1.8720 -0.7285
N -4.2595 2.0516 -0.8212
H 2.3348 3.2816 1.3858
H 2.3708 3.2946 -0.3983
H 2.7463 1.7950 0.4853
H 1.0166 4.9482 0.6171
H -3.2029 5.6012 0.3580
H -2.5641 1.1063 0.3114
H -7.7149 3.4729 1.4374
H -9.3210 1.9948 0.2531
H -8.5706 0.4920 -1.5342
H -6.1900 0.3806 -2.1998
H -3.6840 1.8084 -1.6102
C 0.3413 0.8653 4.4922
N -0.7592 -0.0322 4.1597
C -1.9770 0.1060 4.9531
C -0.7821 -0.5554 2.9067
N 0.0829 -0.3184 1.9885
N -1.8508 -1.4112 2.6545
C -2.2690 -1.9208 1.4455
N -3.4256 -2.6231 1.5147
N -1.6403 -1.6982 0.3410
H 0.3777 0.9844 5.5710
H 0.2214 1.8507 4.0308
H 1.2892 0.4285 4.1796
H -1.7034 0.5222 5.9178
H -2.4412 -0.8584 5.1692
H -2.7058 0.7697 4.4818
H 0.7356 0.4190 2.2119
H -2.3899 -1.6865 3.4557
H -3.8697 -2.8288 2.3914
H -3.7184 -3.1690 0.7243
H -2.0896 -2.1370 -0.4530
```

Highest occupied orbital energy (alpha / beta) = -10.45 / -10.45 eV
Relative energy (zero: lowest compared OMol25 entry of this formula, charge and spin) = 17.00 kcal per mole
Total charge = +1
Multiplicity = 2
Energy = -6327.08283 hartree

Atom charges from the natural (NBO) analysis, given in e for atoms 1 to 5: atom 1 (Cu): 1.4545, atom 2 (Cl): 0.0250, atom 3 (C): -0.1054, atom 4 (C): -0.1285, atom 5 (C): -0.3096